[1]
Computed, not measured: C6H12NS as an isolated structure at a distorted geometry, with wB97M-V/def2-TZVPD.

HOMO-LUMO gap in hartree: 0.214
E in eV: -18739.0434
Relative energy (zero: lowest compared OMol25 entry of this formula, charge and spin) in kcal per mole: 61.95
E_HOMO in hartree: -0.095

The geometry in ORCA input format:
```
! wB97M-V def2-TZVPD RIJCOSX def2/J DEFGRID3
* xyz -1 1
C 1.6477 1.3411 -1.1076
C 2.2084 0.3113 -0.1298
C 2.6271 -1.0203 -0.7638
S 1.3333 -1.8028 -1.8023
H 2.4646 1.8439 -1.6305
H 1.0295 2.0999 -0.6231
H 1.0260 0.8355 -1.8450
H 2.9736 0.7689 0.5054
H 1.3617 0.0557 0.5144
H 2.8323 -1.7102 0.0510
H 3.5153 -0.8923 -1.3769
C -2.6369 0.2071 1.5511
C -3.8313 0.3654 0.9890
C -1.3123 -0.8339 0.3842
N -1.2724 0.2789 1.0690
H -2.6446 0.0330 2.6255
H -3.9606 0.3514 -0.0886
H -4.7286 0.3595 1.5876
H -0.7118 -1.7142 0.6135
H -1.9209 -0.8779 -0.5231
*
```

Here are the Mulliken charges for atoms 1 to 8, given in e:
1 C -1.154
2 C -0.158
3 C -0.783
4 S -0.654
5 H 0.370
6 H 0.301
7 H 0.271
8 H 0.345

***

[2]
Computed, not measured: C26H68Ca3N4O14S as an isolated structure at a distorted geometry, with wB97M-V/def2-TZVPD.

HOMO-LUMO gap in hartree: 0.313
E in eV: -128814.3419
E_HOMO in hartree: -0.676

The geometry in ORCA input format:
```
! wB97M-V def2-TZVPD RIJCOSX def2/J DEFGRID3
* xyz 4 1
Ca -0.1968 3.3536 0.3021
Ca -2.7643 -2.0053 0.2201
Ca 2.9991 -0.8475 -0.0970
S -0.5937 -0.1946 -0.3396
O -0.5574 1.2689 -0.4073
O -1.1730 -0.6710 0.9213
O -1.4602 -0.7879 -1.3849
O 0.7569 -0.7732 -0.4644
C -2.8815 1.4601 -3.2426
O -1.6745 0.7687 -3.5018
H -2.7340 2.1020 -2.3629
H -3.1162 2.1301 -4.0690
H -3.7214 0.7698 -3.1198
H -1.4253 0.3126 -2.6658
C -3.7944 3.8969 -0.0929
O -2.5593 3.2067 0.1561
H -4.0476 4.6017 0.7032
H -3.8496 4.2828 -1.1078
H -4.6619 3.2503 0.0842
H -2.8199 2.2917 0.0018
C -2.0858 -1.8289 3.5273
O -2.6207 -2.7567 2.5974
C -3.7662 -3.4176 3.1560
C -4.4662 -4.2547 2.0645
N -4.6984 -3.3997 0.8509
C -5.1982 -4.2128 -0.2551
C -5.2230 -3.3080 -1.5140
O -3.9442 -2.6112 -1.6494
C -3.7866 -2.3020 -3.0574
H -1.0733 -1.5416 3.2546
H -2.1852 -2.1634 4.5594
H -2.5880 -0.8507 3.5063
H -4.5198 -2.6437 3.3584
H -3.4954 -3.8831 4.1018
H -5.4476 -4.4656 2.4954
H -3.9630 -5.2097 1.9216
H -5.5252 -2.9095 1.1958
H -6.1452 -4.7357 -0.1247
H -4.4388 -4.9411 -0.5528
H -5.9493 -2.4977 -1.4225
H -5.4459 -3.9333 -2.3758
H -2.9384 -1.6583 -3.2894
H -4.6207 -1.7067 -3.4386
H -3.7443 -3.2328 -3.6180
C 5.1892 1.0383 -2.1687
O 4.9673 0.0687 -1.1608
C 6.1922 -0.3208 -0.4815
C 5.7683 -0.5213 0.9526
N 5.0536 -1.7835 1.1096
C 4.5381 -2.0952 2.4456
C 3.6324 -1.0907 3.1408
O 2.5597 -0.7144 2.2490
C 1.6133 0.1098 2.9179
H 5.7027 1.9214 -1.7707
H 4.2170 1.4191 -2.4764
H 5.7862 0.6552 -2.9989
H 6.9641 0.4240 -0.6692
H 6.4404 -1.2066 -1.0757
H 5.1251 0.3046 1.2842
H 6.6185 -0.3518 1.6268
H 5.6725 -2.5461 0.8605
H 5.3821 -2.3966 3.0767
H 4.0027 -3.0375 2.2988
H 4.2614 -0.2792 3.5159
H 3.2068 -1.6126 3.9990
H 1.0526 -0.3244 3.7469
H 0.9486 0.5807 2.1955
H 2.1657 0.9339 3.3866
C -1.6898 2.4247 3.1919
O -1.1197 3.4869 2.4528
C -1.4545 4.8023 2.8942
C -0.5012 5.8768 2.4219
N -0.2287 5.7766 0.9647
C -1.3378 6.4501 0.2444
C -1.1897 6.0964 -1.2549
O -0.9195 4.7177 -1.4442
C -0.6933 4.3369 -2.8027
H -2.6997 2.6642 3.5357
H -1.1377 2.1871 4.1047
H -1.7719 1.5300 2.5734
H -1.6220 4.9174 3.9699
H -2.4791 5.0495 2.5863
H 0.4577 5.7395 2.9356
H -0.7814 6.8753 2.7646
H 0.6529 6.2701 0.8421
H -1.4565 7.5260 0.3627
H -2.2495 5.9577 0.5813
H -0.3389 6.6931 -1.5983
H -2.1037 6.4030 -1.7679
H -0.3522 3.3007 -2.8062
H -0.0363 4.9360 -3.4375
H -1.6504 4.3892 -3.3306
C 1.2816 -3.4694 1.8968
O 1.9461 -3.1546 0.6963
C 2.1714 -4.2731 -0.1801
C 2.5152 -3.7944 -1.6071
N 3.6215 -2.8357 -1.6277
C 3.9906 -2.5511 -3.0174
C 3.0194 -1.5263 -3.6602
O 2.6087 -0.4388 -2.8251
C 1.5542 0.2361 -3.5065
H 0.2622 -3.8025 1.6812
H 1.1942 -2.5773 2.5133
H 1.7684 -4.1764 2.5753
H 1.2786 -4.8970 -0.2395
H 2.9969 -4.8702 0.2157
H 1.5902 -3.5053 -2.1092
H 2.8130 -4.6964 -2.1569
H 4.3632 -3.4136 -1.2356
H 4.0144 -3.4695 -3.6168
H 5.0554 -2.3053 -3.0791
H 2.2303 -2.2081 -3.9783
H 3.6190 -1.0658 -4.4467
H 1.3872 1.1871 -3.0019
H 0.6336 -0.3478 -3.5672
H 1.8714 0.4212 -4.5365
*
```

Here are the Mulliken charges for atoms 1 to 8, given in e:
1 Ca 1.409
2 Ca 2.316
3 Ca 2.407
4 S -0.064
5 O 1.102
6 O -0.696
7 O -1.091
8 O -1.522

***

[3]
Computed, not measured: C15H30GeHfN6O2SSe5 as an isolated structure at a distorted geometry, with wB97M-V/def2-TZVPD.

HOMO-LUMO gap in hartree: 0.135
E in eV: -424467.1114
Relative energy (zero: lowest compared OMol25 entry of this formula, charge and spin) in kcal per mole: 82.26
E_HOMO in hartree: -0.018

The geometry in ORCA input format:
```
! wB97M-V def2-TZVPD RIJCOSX def2/J DEFGRID3
* xyz -2 1
Hf 2.6874 0.1357 -0.6521
N 0.8014 -1.0465 -1.6001
C 0.5381 -1.6338 -2.9365
C -0.4952 -0.8895 -3.7785
C -0.0545 0.3481 -4.5614
C 0.1314 1.6332 -3.7427
N 1.5181 1.8789 -3.3904
H 0.8846 -1.8194 -0.9427
H 0.0030 -0.5040 -1.2833
H 0.1599 -2.6507 -2.7931
H 1.4864 -1.7182 -3.4716
H -1.3656 -0.6348 -3.1570
H -0.8529 -1.6261 -4.5054
H -0.8187 0.5322 -5.3267
H 0.8797 0.1201 -5.0833
H -0.4179 1.5559 -2.7995
H -0.3199 2.4725 -4.2927
H 1.5823 2.2948 -2.4666
H 2.0169 2.4395 -4.0657
Se 4.1867 -0.2710 -3.0961
Se 3.8111 -1.9352 -4.6185
Se 6.2715 -3.3181 -2.0654
Se 5.8933 -1.1790 -1.4959
O 3.0392 -2.0037 -0.3796
N 4.0316 -1.7348 0.3738
O 3.7624 -0.6179 1.0130
C -0.5654 1.8121 2.3767
Ge -0.4268 2.0546 0.4037
C -2.0012 1.0576 -0.3054
C -0.9036 3.9606 0.1084
C 1.2063 1.5758 -0.3912
H -1.5795 1.5210 2.6799
H -0.3026 2.7405 2.8870
H 0.1376 1.0393 2.6938
H -2.9087 1.3962 0.2073
H -1.9042 -0.0192 -0.1412
H -2.1261 1.2419 -1.3743
H -1.8221 4.2271 0.6404
H -1.0452 4.1554 -0.9569
H -0.0963 4.6025 0.4667
H 1.8891 2.4356 -0.2380
C -1.9852 -2.4880 6.0072
C -2.0285 -2.1774 4.5471
C -3.1490 -1.8617 3.8441
C -2.9948 -1.5893 2.4547
N -1.8469 -1.6236 1.8391
C -0.7053 -1.9201 2.5271
S 0.8102 -1.8367 1.8989
N -0.8537 -2.2093 3.8853
C -4.1901 -1.2454 1.6173
H -2.9797 -2.4105 6.4403
H -1.3209 -1.7937 6.5238
H -1.6072 -3.4985 6.1711
H -4.1143 -1.8137 4.3245
H 0.0124 -2.4015 4.3685
H -5.0821 -1.0996 2.2247
H -4.3724 -2.0475 0.9004
H -3.9787 -0.3450 1.0399
Se 4.6895 2.1554 -0.9264
C 4.4524 2.9969 0.6905
N 4.3325 3.5799 1.6829
*
```

Here are the Mulliken charges for atoms 1 to 8, given in e:
1 Hf 0.154
2 N 0.041
3 C 0.024
4 C -0.745
5 C -0.652
6 C 0.307
7 N -0.170
8 H 0.288

***

[4]
Computed, not measured: an isolated ion of composition ClH2NO3P and charge -1 at a distorted geometry, with wB97M-V/def2-TZVPD.

HOMO-LUMO gap in hartree: 0.315
E in eV: -29477.6028
Relative energy (zero: lowest compared OMol25 entry of this formula, charge and spin) in kcal per mole: 36.63
E_HOMO in hartree: -0.165

The geometry in ORCA input format:
```
! wB97M-V def2-TZVPD RIJCOSX def2/J DEFGRID3
* xyz -1 1
N 0.4741 1.2752 0.2662
O -1.8701 0.5534 0.3781
O -0.1162 -0.7974 1.9182
O 0.7819 -2.1860 -1.9410
P -0.5440 0.0394 0.7330
Cl -0.3963 -1.4721 -1.0130
H 0.2189 1.4337 -0.6734
H 1.4516 1.1539 0.3319
*
```

Table of Mulliken atomic charges, one value per atom, all in e:
1 N -0.549
2 O -0.621
3 O -0.643
4 O -0.630
5 P 0.899
6 Cl 0.049
7 H 0.253
8 H 0.243